ORCA calculation (ωB97M-V with the def2-TZVPD basis set) on C27H14Cl8IrNO2P as an isolated structure at a distorted geometry.

The geometry in ORCA input format:
```
! wB97M-V def2-TZVPD RIJCOSX def2/J DEFGRID3
* xyz 2 2
C -1.39 0.59 -2.43
C 2.83 -1.87 -0.46
O 1.31 3.12 0.52
C 3.73 0.23 0.63
P -0.45 0.83 0.15
Cl 1.22 -5.72 -2.19
C -1.38 1.41 -1.29
O 0.09 4.98 0.68
C 3.17 -3.11 0.13
C 1.83 -4.27 -1.56
H -3.38 -3.13 -0.03
C -2.45 1.88 3.55
H -2.78 -0.82 -0.59
C -2.67 3.05 -2.47
C -1.94 1.16 2.48
C 0.36 3.84 0.90
C 1.55 -3.04 -2.20
H -0.94 4.86 3.01
H -1.88 -4.52 1.35
C 2.65 -4.29 -0.41
Cl 1.79 -0.33 -2.36
Cl 0.64 -3.01 -3.63
Cl 5.71 -0.53 -1.09
Cl 4.19 -3.13 1.49
Ir 1.99 1.17 -0.07
N 3.00 -0.70 0.18
C -0.06 -1.67 1.25
Cl 4.38 2.07 -1.01
C -2.11 -1.43 0.00
C -0.69 3.09 1.83
H -3.18 4.01 -2.49
H -0.88 -0.37 -2.42
C -1.06 1.78 1.58
C 2.04 -1.87 -1.64
C -2.45 -2.73 0.32
C -2.69 2.23 -3.59
C -2.05 1.00 -3.57
C -2.11 3.20 3.74
C 5.01 0.69 0.01
C -1.22 3.83 2.87
H 0.25 -3.56 2.18
C -2.00 2.66 -1.33
H -1.99 3.32 -0.47
H -2.22 0.14 2.32
C -0.40 -2.97 1.56
H -2.06 0.36 -4.44
H 0.87 -1.25 1.62
Cl 6.19 1.27 1.16
H -3.20 2.55 -4.49
H -2.53 3.77 4.56
C -1.60 -3.51 1.09
H -3.13 1.39 4.23
Cl 2.98 -5.78 0.36
C -0.91 -0.89 0.47
*
```

Values from the calculation:
* E_tot: -5369.0146 Eh
* energy above the lowest of the compared OMol25 structures with the same formula, charge and spin: 75.4 kcal per mole
* HOMO level (alpha / beta): -14.39 / -14.38 eV


ORCA calculation (ωB97M-V with the def2-TZVPD basis set) on C4H9NaO4Y as an isolated structure at a distorted geometry.

The geometry in ORCA input format:
```
! wB97M-V def2-TZVPD RIJCOSX def2/J DEFGRID3
* xyz 1 1
H -2.33 2.59 0.13
C -2.44 1.50 0.00
H -3.00 1.34 -0.93
Y 2.91 0.21 -0.91
O 0.79 -0.75 0.85
H -1.58 -0.92 0.42
H -2.94 1.07 0.88
H -1.54 -0.56 -1.43
H 0.31 -1.94 -0.79
O 3.07 -1.15 0.50
C -1.09 -0.42 -0.43
H 2.12 -1.26 2.27
C 1.97 -1.50 1.20
Na 0.80 1.67 0.93
C 0.35 -0.86 -0.55
H 1.70 -2.57 1.03
O 1.52 1.56 -1.25
H 0.53 1.04 -1.83
O -1.14 0.97 -0.09
*
```

Values from the calculation:
* E_tot: -659.1205 Eh
* HOMO level: -10.84 eV


ORCA calculation (ωB97M-V with the def2-TZVPD basis set) on C25H41FI2N7O3 as an isolated structure at a distorted geometry.

The geometry in ORCA input format:
```
! wB97M-V def2-TZVPD RIJCOSX def2/J DEFGRID3
* xyz 1 1
H -0.23 5.34 -1.19
C 1.58 -2.34 -2.26
O 2.25 3.26 1.12
C -0.23 -3.50 5.86
H -1.92 2.42 -2.90
H -2.62 -0.88 5.45
C 4.94 2.04 -3.20
C 1.52 -2.48 -5.61
C -2.36 2.22 -3.98
C -2.54 0.62 -4.29
H -0.64 2.64 4.31
H -0.66 2.89 -0.95
H -1.61 2.64 -4.81
N 0.57 4.67 -1.07
H 1.80 -3.47 -0.29
H -1.77 -2.45 3.47
H 6.10 0.67 -4.11
H -5.03 -0.09 3.58
H 2.06 0.38 -0.09
H 4.14 3.51 -2.08
C 1.22 1.00 0.50
I -2.59 -2.54 -3.93
C 2.03 -3.71 -3.06
C -0.78 0.53 3.19
H 2.35 -4.73 -5.29
C -1.67 -0.14 -1.78
H 5.82 3.23 -1.74
H 0.42 -3.41 6.85
C 2.01 -3.77 -4.72
C -2.79 -2.65 3.99
C -3.43 -1.31 4.69
H 1.78 4.11 1.38
H -3.54 0.92 4.21
N -1.72 0.22 2.06
C -3.84 -0.11 3.67
C -2.23 -0.44 -3.29
N -0.10 0.53 0.07
C 1.11 -1.04 -3.13
H -3.58 -4.11 5.64
C 1.08 -1.13 -4.80
H -0.36 3.87 0.72
H -3.58 -3.08 3.20
H 0.60 -2.01 -0.13
H 0.13 -2.60 5.16
H -2.07 -4.82 4.61
H 0.72 -0.19 -5.42
H 0.12 1.07 -3.32
N -0.28 0.31 -1.30
C 1.50 2.58 0.02
O 3.92 1.78 -3.82
H -0.92 2.67 2.44
H -4.34 -1.65 5.39
H -3.77 0.73 1.58
H 1.49 -2.50 -6.80
H 0.03 -4.55 5.39
H 1.55 0.97 1.61
N 6.10 1.40 -3.41
C -0.31 2.13 3.28
H -3.46 -1.20 1.71
C 1.61 -2.33 -0.62
I -3.28 0.09 -6.31
C 0.66 0.43 -2.48
C 0.13 3.43 -0.28
C -2.54 -3.85 5.13
H 2.55 -1.74 -0.24
N -2.36 -0.18 -0.44
H -3.37 2.82 -4.14
H -1.26 0.39 4.28
O -1.65 -3.30 6.19
H 0.85 2.27 3.21
H 1.67 0.99 -2.26
H 0.73 4.29 -2.05
C -3.21 -0.13 2.19
H 2.37 -4.67 -2.48
N 4.99 3.00 -2.26
H 6.95 1.60 -2.91
F 0.38 -0.43 3.31
C -1.40 0.20 0.71
H 2.22 2.63 -0.92
*
```

Values from the calculation:
* E_tot: -2280.5260 Eh
* energy above the lowest of the compared OMol25 structures with the same formula, charge and spin: 445.0 kcal per mole
* HOMO level: -10.68 eV


ORCA calculation (ωB97M-V with the def2-TZVPD basis set) on C14H22O5PV as an isolated structure at a distorted geometry.

The geometry in ORCA input format:
```
! wB97M-V def2-TZVPD RIJCOSX def2/J DEFGRID3
* xyz 3 2
H -1.75 -0.78 2.68
C 1.15 -1.50 -1.80
H -1.96 2.45 1.22
C -2.01 0.74 -0.14
C -0.23 -1.03 -1.39
C -3.10 -0.08 0.54
H 1.57 -2.29 2.41
O 3.91 0.31 1.42
H -3.08 0.09 1.62
C 0.73 2.32 1.55
H -0.66 -2.06 3.21
P -0.24 0.12 0.05
H 1.87 -0.69 -1.94
H 0.91 -2.75 0.81
C 1.28 -1.90 1.42
O 4.95 0.52 -1.71
H 2.20 -1.50 0.96
H 0.56 -0.08 2.33
O 0.36 2.79 2.58
H 1.21 1.42 -3.21
C 2.25 3.39 -0.54
C -2.19 2.21 0.18
V 1.56 1.71 -0.03
H -0.94 -2.82 -0.29
O 0.06 2.81 -2.26
C -1.16 -2.24 -1.20
C 3.87 0.80 -1.56
H -1.55 2.82 -0.46
H -1.03 -2.92 -2.06
C 0.97 1.94 -2.23
C 0.17 -0.86 1.64
H -3.23 2.50 -0.01
O 2.60 4.47 -0.82
H 1.59 -2.19 -1.08
H -2.22 -1.97 -1.17
C 2.96 0.81 0.93
H -4.10 0.19 0.16
H -1.55 -2.23 1.68
C -1.03 -1.52 2.33
H -2.98 -1.15 0.37
H 1.07 -2.06 -2.75
H -0.62 -0.41 -2.21
H -2.15 0.63 -1.22
*
```

Values from the calculation:
* E_tot: -2206.8262 Eh
* HOMO level (alpha / beta): -21.23 / -21.23 eV